The following is a quantum chemistry calculation of a 2-piece molecular cluster, C2H2N3O2S2 overall in a non-equilibrium geometry, from the Open Molecules 2025 dataset.

Computed properties:
frontier orbital gap (spin up / spin down) = 4.29 / 4.29 eV
lowest unoccupied orbital energy (spin up / spin down) = -0.1 / -0.1 eV
total charge = -1
ΔE to the lowest compared entry with this formula, charge and spin = 4.2202 eV

Each line ends with the Mulliken charge.
Cartesian coordinates (Å):
C: -1.0112 0.0994 -0.5881  -0.07
C: 0.7402 -1.1168 -0.8864  -0.03
N: -0.5164 -0.9012 -1.3773  -0.61
N: -0.1597 0.5538 0.3294  -0.67
N: 0.9784 -0.3162 0.1185  0.29
O: 3.3814 0.2357 1.3255  -0.54
O: 5.0775 -1.5256 0.7762  -0.47
S: 4.7943 0.8626 -0.9152  -0.30
S: 4.0643 -0.5585 0.3162  0.72
H: -1.8759 0.6944 -0.7180  0.38
H: 1.8241 -0.0989 0.6619  0.31



The following is a quantum chemistry calculation of an isolated ion of composition C3H6BrN2O and charge +1 in a non-equilibrium geometry, from the Open Molecules 2025 dataset.

Computed properties:
frontier orbital gap = 10.08 eV
lowest unoccupied orbital energy = -4.3 eV
total charge = +1
SMILES string = ON1CC[NH+]=C1Br
ΔE to the lowest compared entry with this formula, charge and spin = 0.5827 eV

Each line ends with the Mulliken charge.
Cartesian coordinates (Å):
C: -0.1757 1.1311 0.1900  0.25
C: 0.0820 -1.0883 -0.5536  -0.46
C: 0.7521 -0.9223 0.7677  -0.44
N: -0.2837 0.3358 -0.8390  0.29
N: 0.4499 0.4476 1.2354  -0.16
O: -0.9549 0.5768 -1.9627  -0.41
Br: -0.5484 3.0115 0.1480  0.03
H: 0.8446 -1.2803 -1.3006  0.30
H: -0.7614 -1.6293 -0.5593  0.37
H: 0.3235 -1.4935 1.6560  0.30
H: 1.7659 -0.9423 0.8945  0.31
H: 0.2876 0.7886 2.1332  0.24
H: -1.7814 1.0647 -1.8096  0.38



The following is a quantum chemistry calculation of C20H21BrN4OS as an isolated structure in a non-equilibrium geometry, from the Open Molecules 2025 dataset.

Computed properties:
frontier orbital gap = 7.93 eV
lowest unoccupied orbital energy = -0.4 eV
total charge = 0

Each line ends with the Mulliken charge.
Cartesian coordinates (Å):
O: -1.2829 0.3476 2.0079  -0.59
C: -1.2956 -0.5789 0.9690  -0.02
C: -0.7758 -1.8443 1.2398  -0.08
C: -0.7735 -2.8343 0.2663  -0.73
C: -1.2935 -2.4948 -0.9896  -0.60
C: -1.7765 -1.2348 -1.2779  -0.65
C: -1.7949 -0.2385 -0.2791  0.82
C: -2.3330 1.1491 -0.6300  -0.85
N: -1.9439 1.4874 -2.0310  -0.01
C: -2.1474 2.9388 -2.2842  -1.11
C: -0.8335 3.7266 -2.3830  -0.39
C: 0.0688 3.3857 -3.6392  -1.35
C: 1.3478 2.6953 -3.1143  0.84
C: 2.3616 3.5577 -2.5132  -0.62
C: 3.4910 3.0179 -1.9924  -0.81
C: 3.6722 1.6026 -2.0406  0.39
N: 4.6718 0.8430 -1.5747  -0.67
S: 4.3526 -0.7000 -1.9239  0.16
N: 2.9007 -0.5609 -2.6950  -0.61
C: 2.6911 0.7476 -2.6704  1.13
C: 1.4883 1.3457 -3.2237  -0.23
Br: 0.2405 0.1675 -4.0576  -0.12
H: -2.1399 0.3958 2.4462  0.30
H: -0.3503 -2.1105 2.2125  0.47
H: -0.3848 -3.8375 0.4433  0.40
H: -1.3050 -3.2796 -1.7541  0.34
H: -2.1733 -0.9964 -2.2655  0.29
H: -1.9603 1.9235 0.0574  0.48
H: -3.4429 1.1190 -0.5942  0.31
H: -2.6682 1.0395 -2.5875  0.27
H: -2.7087 3.3293 -1.4089  0.39
H: -2.7871 3.0711 -3.1720  0.39
H: -1.0877 4.7980 -2.4911  0.37
H: -0.2583 3.6139 -1.4501  0.34
H: -0.4324 2.7472 -4.3735  0.52
H: 0.4052 4.3424 -4.0726  0.44
H: 2.2246 4.6401 -2.4655  0.38
H: 4.2604 3.6459 -1.5406  0.39
N: -0.6962 -4.2677 6.1268  0.00
C: -0.3107 -3.4087 5.1339  -0.46
C: 1.0521 -3.4795 5.0201  -0.27
C: 1.5073 -4.4235 5.9793  -0.58
C: 0.4059 -4.8933 6.6438  -0.43
H: -1.6413 -4.4166 6.4289  0.19
H: -1.0382 -2.8224 4.5974  0.40
H: 1.6564 -2.9183 4.3261  0.43
H: 2.5266 -4.7228 6.1597  0.38
H: 0.3109 -5.6152 7.4374  0.37



The following is a quantum chemistry calculation of a 3-piece molecular cluster, C18H39B2O14 overall, from the Open Molecules 2025 dataset.

Computed properties:
frontier orbital gap = 7.23 eV
lowest unoccupied orbital energy = 2.1 eV
total charge = -1

Each line ends with the Mulliken charge.
Cartesian coordinates (Å):
C: 2.8038 -3.2228 4.0954  -1.26
C: 2.1311 -1.9484 4.6291  0.68
O: 2.7929 -0.8094 4.1050  -0.46
C: 1.9359 0.2822 3.8203  -0.96
C: 1.4603 0.3133 2.3427  0.61
O: 2.3230 -0.4179 1.4934  -0.49
C: 1.6309 -1.0868 0.4578  -0.38
C: 0.7312 -2.2109 0.9790  0.35
O: -0.5966 -1.9774 0.5488  -0.33
C: -1.5018 -2.9566 1.0460  -1.56
C: -2.0951 -2.5779 2.4261  2.26
C: -1.4019 -3.3638 3.5760  -1.31
O: -1.9590 -1.1911 2.6881  -0.33
B: -3.0625 -0.8137 3.6165  1.20
O: -2.4952 -0.3858 4.9045  -0.91
O: -3.8816 -2.0740 3.7554  -0.70
C: -3.6174 -2.7641 2.5430  -1.12
B: -4.4872 -2.0470 1.4190  0.67
O: -3.9654 -1.1601 0.4745  -0.61
O: -5.8446 -2.3082 1.3325  -0.62
H: 2.0477 -3.9544 3.7952  0.27
H: 3.3857 -2.9598 3.2087  0.31
H: 3.4722 -3.6763 4.8321  0.35
H: 1.0789 -1.9412 4.3310  -0.55
H: 2.1931 -1.9350 5.7253  0.45
H: 1.0557 0.2489 4.4710  0.36
H: 2.5276 1.1799 4.0190  0.39
H: 1.4350 1.3660 2.0271  0.30
H: 0.4302 -0.0631 2.2957  -0.23
H: 2.4011 -1.4982 -0.2017  0.36
H: 1.0201 -0.4033 -0.1486  0.06
H: 0.7553 -2.1772 2.0765  -0.26
H: 1.0733 -3.2072 0.6656  0.29
H: -2.2754 -3.0790 0.2815  0.29
H: -0.9759 -3.9208 1.1220  0.46
H: -2.0712 -4.1347 3.9707  0.29
H: -0.4908 -3.8721 3.2311  0.32
H: -1.1274 -2.6771 4.3768  0.10
H: -3.7655 0.1253 3.1697  -0.32
H: -3.1254 0.1761 5.3376  0.20
H: -3.8712 -3.8372 2.5551  0.27
H: -3.7098 -0.3575 0.9294  0.22
H: -6.1249 -2.0153 0.4660  0.28
C: 0.5222 4.8582 -2.6173  -1.14
C: 1.3557 4.1948 -1.5417  -0.14
O: 0.5997 3.9679 -0.3473  -0.40
C: -0.2279 2.9153 -0.3870  0.80
O: -0.3560 2.1600 -1.3166  -0.58
O: -0.8679 2.8506 0.7693  -0.39
C: -1.8233 1.7780 0.8702  -0.65
H: 0.0695 5.7739 -2.2342  0.36
H: 1.1412 5.1064 -3.4806  0.36
H: -0.2781 4.1975 -2.9482  0.28
H: 2.1749 4.8437 -1.2355  0.31
H: 1.7835 3.2544 -1.8909  0.24
H: -1.3827 0.8171 0.6109  0.29
H: -2.6734 1.9882 0.2206  0.39
H: -2.1482 1.7498 1.9063  0.30
C: 0.1704 0.6930 -5.1029  -1.14
C: 1.6095 1.0970 -4.8825  0.03
O: 2.3954 0.9736 -6.0849  -0.37
C: 2.2557 1.9580 -6.9617  0.76
O: 1.5809 2.9465 -6.8349  -0.56
O: 3.0111 1.6737 -8.0289  -0.35
C: 2.9227 2.6344 -9.0804  -0.64
H: 0.1187 -0.3117 -5.5248  0.33
H: -0.3685 0.7073 -4.1555  0.30
H: -0.3275 1.3734 -5.7938  0.31
H: 2.0790 0.4275 -4.1648  0.29
H: 1.6887 2.1116 -4.4933  0.21
H: 3.1261 3.6371 -8.7099  0.30
H: 1.9349 2.6063 -9.5386  0.29
H: 3.6746 2.3503 -9.8112  0.22



| no. | E_tot (eV) |
| --- | --- |
| 1 | -32338.89959 |
| 2 | -78268.89746 |
| 3 | -109965.06788 |
| 4 | -49321.79244 |